ORCA calculation (the ωB97M-V functional and the def2-TZVPD basis) on a 2-piece molecular cluster, C9H16NO overall.

Properties
Spin multiplicity: 1
Frontier orbital gap, eV: 7.82
Net charge: +1
ΔE to the lowest compared entry with this formula, charge and spin, eV: 2.1409
LUMO energy, eV: -3.58

Element x y z (Å)
C: 1.869 -2.820 -1.270
C: 2.248 1.436 -0.138
C: 2.394 0.420 0.815
C: 1.916 1.105 -1.479
C: 2.221 -0.949 0.547
C: 1.850 -0.214 -1.802
C: 1.931 -1.295 -0.784
O: 2.533 2.747 0.035
H: 2.632 0.595 1.909
H: 3.544 2.803 0.113
H: 1.922 1.968 -2.237
H: 2.370 -1.717 1.360
H: 1.674 -0.496 -2.941
H: 2.618 -3.429 -0.634
H: 1.977 -2.902 -2.396
H: 0.892 -3.259 -1.028
C: -3.078 0.131 0.461
C: -4.376 0.451 1.052
N: -1.967 0.973 1.083
H: -2.894 -0.876 0.902
H: -3.131 0.029 -0.573
H: -4.488 0.425 2.160
H: -5.054 -0.183 0.377
H: -0.916 0.897 0.799
H: -2.095 1.955 0.906
H: -1.895 0.779 2.092
H: -4.698 1.426 0.674

Cartesian forces (eV/Å) of the 6 atoms listed first:
C 0.50 0.95 0.89
C -0.19 -1.68 -1.16
C -0.09 0.37 2.15
C 0.72 1.38 0.23
C -0.34 -0.24 -1.38
C -1.03 -3.17 -1.18